A molecular structure, C4H6AgMgO5 in a non-equilibrium geometry, computed with ωB97M-V/def2-TZVPD.

```
17
Properties=species:S:1:pos:R:3:lowdin_spin:R:1
O 1.656 -1.679 -0.817 0.006
C 0.530 -1.820 -1.619 0.001
C -0.674 -1.083 -1.035 0.004
O -0.199 0.223 -0.698 0.011
C -1.055 1.087 0.037 0.067
Ag 1.711 -0.011 0.103 0.040
H 0.233 -2.879 -1.743 0.000
H 0.711 -1.421 -2.638 0.000
H -1.029 -1.577 -0.115 0.001
H -1.504 -0.995 -1.752 0.000
H -1.390 0.591 0.963 0.010
H -1.876 1.424 -0.608 0.004
O -0.127 2.222 0.421 0.076
C 0.593 2.136 1.632 0.523
O 1.594 1.214 1.590 0.196
O -0.094 2.107 2.737 0.242
Mg 0.920 0.459 3.542 0.818
```

**Largest force on an atom**: 4.0 eV Å⁻¹
**Gap between HOMO and LUMO (spin up / spin down)**: 4.748 / 5.713 eV
**LUMO energy (spin up / spin down)**: 3.03 / 2.30 eV
**Energy above the lowest of the compared OMol25 structures with the same formula, charge and spin**: 130.17 kJ/mol
**Spin multiplicity**: 3
**Net charge**: -1

***

A molecular structure, C30H45OZr in a non-equilibrium geometry, computed with ωB97M-V/def2-TZVPD.

```
77
Properties=species:S:1:pos:R:3:lowdin_charge:R:1
C 5.144 0.147 -1.010 0.017
O 3.760 0.633 -0.997 -0.021
C 2.863 -0.332 -0.983 0.033
C 1.486 -0.027 -0.986 -0.177
C 0.566 -1.115 -0.986 0.022
C -0.801 -0.844 -0.987 -0.040
C -1.270 0.494 -0.979 -0.002
C -0.339 1.557 -0.976 -0.032
C 1.024 1.321 -0.979 0.032
H 5.820 1.015 -1.013 0.114
H 5.303 -0.478 -0.111 0.113
H 5.289 -0.473 -1.914 0.113
H 3.254 -1.352 -1.002 0.163
H 0.937 -2.154 -0.992 0.138
H -1.536 -1.666 -0.990 0.127
H -2.348 0.706 -0.980 0.131
H -0.695 2.592 -0.971 0.125
H 1.773 2.119 -0.979 0.136
C -2.220 -3.576 4.429 -0.044
C -2.931 -2.271 4.597 -0.295
C -3.035 -1.258 3.583 -0.293
C -2.404 -1.227 2.224 -0.149
C -3.765 -0.197 4.107 -0.289
C -4.175 0.985 3.332 -0.104
C -4.150 -0.541 5.440 -0.288
C -5.162 0.208 6.154 -0.155
C -3.569 -1.788 5.785 -0.230
C -3.452 -2.448 7.107 -0.038
Zr -1.551 -0.415 5.394 1.584
C -0.450 -1.751 6.709 -0.284
C -0.471 -0.256 3.551 -0.277
C -0.372 1.426 6.462 -0.309
C 1.104 1.306 6.222 -0.043
C -1.306 2.088 5.612 -0.265
C -0.955 2.799 4.361 -0.040
C -2.582 1.837 6.136 -0.298
C -3.787 2.480 5.645 -0.176
C -2.465 1.010 7.309 -0.242
C -3.506 0.515 8.211 -0.092
C -1.092 0.806 7.517 -0.281
C -0.477 -0.051 8.574 -0.127
H -2.631 -4.162 3.588 0.085
H -1.134 -3.479 4.221 0.082
H -2.303 -4.226 5.318 0.089
H -3.048 -1.206 1.335 0.069
H -2.091 -0.136 1.805 0.096
H -1.735 -2.118 2.080 0.110
H -5.252 1.081 3.158 0.101
H -4.466 2.252 4.120 0.223
H -3.586 1.328 2.466 0.082
H -6.236 0.134 6.274 0.076
H -4.833 -0.028 7.471 0.158
H -4.751 1.897 6.271 0.102
H -4.042 -3.312 7.307 0.099
H -2.547 -2.861 7.292 0.016
H -3.558 -1.872 7.923 0.023
H -0.039 -1.465 7.858 0.039
H -1.042 -2.454 7.236 -0.041
H 0.414 -2.399 6.518 0.013
H -0.361 0.731 3.196 -0.051
H 0.503 -0.686 3.300 0.009
H -0.925 -0.442 2.425 0.005
H 1.706 1.841 6.977 0.088
H 1.474 0.257 6.232 0.083
H 1.415 1.720 5.243 0.080
H -0.106 3.473 4.438 0.096
H -0.583 2.198 3.625 -0.004
H -1.770 3.284 3.838 0.087
H -4.127 3.508 5.620 0.074
H -3.514 2.036 4.225 0.154
H -5.098 1.367 5.532 0.109
H -3.703 0.930 9.192 0.105
H -4.604 0.985 7.705 0.147
H -3.473 -0.477 8.370 0.015
H -0.007 0.435 9.440 0.090
H -1.261 -0.700 9.065 0.121
H 0.595 -0.414 8.339 0.109
```

**Largest force on an atom**: 6.8 eV Å⁻¹
**Gap between HOMO and LUMO**: 2.273 eV
**LUMO energy**: -5.65 eV
**Energy above the lowest of the compared OMol25 structures with the same formula, charge and spin**: 1994.19 kJ/mol
**Spin multiplicity**: 1
**Net charge**: +1

***

A molecular structure, C64H63BrGe2N4PtS5 in a non-equilibrium geometry, computed with ωB97M-V/def2-TZVPD.

```
140
Properties=species:S:1:pos:R:3:lowdin_charge:R:1
Pt -1.930 -1.046 -1.933 0.482
C -7.329 1.599 -0.189 -0.052
C -6.058 1.701 0.624 -0.281
C -5.880 0.953 1.784 -0.032
C -4.695 1.004 2.504 -0.247
C -4.491 0.108 3.703 -0.027
C -3.663 1.850 2.067 -0.175
C -3.847 2.658 0.936 -0.207
C -2.809 3.650 0.463 -0.029
C -5.038 2.548 0.221 -0.022
C -2.363 1.893 2.821 -0.225
C -2.237 2.852 3.821 -0.030
C -1.033 3.000 4.482 -0.046
C 0.048 2.204 4.145 -0.047
C -0.026 1.214 3.161 -0.191
C -1.270 1.054 2.507 -0.186
Ge -1.554 -0.191 1.001 0.038
S -3.353 -0.932 0.066 0.270
S -0.303 -2.023 0.979 0.318
Ge 0.990 -0.762 -0.442 0.134
S 0.735 -1.902 -2.253 0.097
S -0.707 0.852 -0.860 0.245
C 2.554 0.217 0.570 -0.228
C 3.788 0.319 2.445 -0.181
C 4.887 1.329 2.184 -0.040
C 5.192 1.892 1.024 -0.072
C 4.469 1.718 -0.227 -0.048
C 3.319 1.068 -0.474 -0.172
C 2.999 1.134 -1.937 -0.174
C 3.552 0.145 -2.771 -0.232
C 4.247 -1.069 -2.201 -0.040
C 3.535 0.324 -4.144 -0.009
C 3.037 1.480 -4.726 -0.262
C 3.146 1.681 -6.215 -0.048
C 2.503 2.453 -3.889 -0.019
C 2.475 2.304 -2.507 -0.210
C 1.943 3.431 -1.653 -0.030
C 4.199 -0.389 3.762 -0.092
C 3.689 -0.124 5.031 -0.202
C 2.918 1.125 5.358 -0.026
C 3.965 -0.979 6.102 -0.012
C 4.823 -2.055 5.981 -0.270
C 5.078 -3.008 7.121 -0.052
C 5.503 -2.170 4.773 -0.016
C 5.232 -1.358 3.682 -0.186
C 6.164 -1.528 2.494 -0.018
C 1.165 0.329 2.839 -0.133
C 2.317 0.908 2.005 -0.228
C 2.182 2.426 1.912 -0.005
C 3.573 -0.729 1.287 -0.173
C 2.969 -1.999 1.836 -0.269
C 3.421 -3.304 1.218 -0.029
C 2.053 -2.018 2.803 -0.083
C 1.187 -0.929 3.316 -0.281
C 0.143 -1.411 4.294 -0.042
H -7.838 0.648 -0.015 0.070
H -7.111 1.694 -1.256 0.070
H -8.022 2.402 0.078 0.083
H -6.675 0.292 2.124 0.116
H -5.435 -0.331 4.028 0.078
H -4.049 0.653 4.539 0.081
H -3.808 -0.710 3.454 0.077
H -1.885 3.585 1.032 0.069
H -3.197 4.667 0.566 0.089
H -2.579 3.487 -0.593 0.070
H -5.162 3.137 -0.685 0.121
H -3.084 3.492 4.052 0.127
H -0.918 3.750 5.259 0.109
H 0.972 2.376 4.668 0.078
H 5.488 1.586 3.051 0.127
H 6.048 2.559 0.985 0.109
H 4.915 2.226 -1.079 0.132
H 4.899 -0.789 -1.369 0.072
H 4.852 -1.554 -2.969 0.083
H 3.521 -1.804 -1.842 0.031
H 3.972 -0.443 -4.782 0.123
H 2.547 0.942 -6.753 0.080
H 4.182 1.561 -6.541 0.080
H 2.810 2.676 -6.510 0.071
H 2.142 3.386 -4.315 0.112
H 1.678 4.292 -2.269 0.078
H 2.684 3.754 -0.919 0.073
H 1.050 3.115 -1.107 0.040
H 2.964 1.842 4.539 0.066
H 3.367 1.596 6.237 0.094
H 1.883 0.889 5.604 0.075
H 3.511 -0.758 7.067 0.121
H 4.377 -2.832 7.937 0.072
H 6.092 -2.896 7.510 0.080
H 4.968 -4.042 6.789 0.078
H 6.290 -2.918 4.678 0.123
H 7.169 -1.733 2.865 0.086
H 6.221 -0.639 1.873 0.067
H 5.873 -2.375 1.864 0.074
H 1.206 2.676 1.490 0.095
H 2.940 2.858 1.276 0.061
H 2.264 2.898 2.891 0.082
H 4.448 -0.946 0.682 0.112
H 4.296 -3.176 0.580 0.069
H 2.617 -3.710 0.593 0.083
H 3.649 -4.048 1.985 0.089
H 1.759 -3.001 3.167 0.126
H -0.665 -1.926 3.767 0.060
H -0.296 -0.598 4.870 0.080
H 0.596 -2.129 4.985 0.087
Br -0.555 3.165 -8.199 0.738
C -0.845 1.751 -6.976 -0.690
C -1.313 0.536 -7.443 -0.118
C -1.595 -0.469 -6.533 -0.012
C -1.351 -0.296 -5.171 -0.259
C -0.828 0.913 -4.737 -0.048
C -0.609 1.949 -5.630 -0.113
N -1.774 -1.251 -4.195 -0.016
C -2.169 -2.385 -4.547 -0.104
C -2.905 -3.211 -3.591 -0.233
C -3.726 -4.240 -4.015 -0.007
C -4.453 -4.957 -3.085 -0.049
C -4.282 -4.664 -1.745 -0.037
C -3.439 -3.629 -1.387 -0.149
N -2.793 -2.884 -2.290 -0.054
H -1.482 0.379 -8.500 0.103
H -2.059 -1.373 -6.910 0.103
H -0.630 1.049 -3.682 0.062
H -0.274 2.911 -5.273 0.103
H -2.009 -2.771 -5.552 0.131
H -3.802 -4.440 -5.076 0.122
H -5.139 -5.737 -3.395 0.115
H -4.784 -5.235 -0.975 0.115
H -3.258 -3.384 -0.349 0.050
S -3.841 1.131 -3.199 0.667
C -5.060 0.029 -3.393 -0.843
N -5.582 -0.572 -2.259 0.040
C -6.505 -1.545 -2.293 -0.086
C -7.019 -1.943 -3.484 -0.065
C -6.546 -1.252 -4.623 -0.132
N -5.620 -0.324 -4.602 0.073
H -5.151 -0.285 -1.377 0.015
H -6.805 -1.957 -1.338 0.135
H -7.766 -2.719 -3.551 0.100
H -6.967 -1.474 -5.603 0.110
```

**Largest force on an atom**: 2.4 eV Å⁻¹
**Gap between HOMO and LUMO**: 5.491 eV
**LUMO energy**: -1.08 eV
**Energy above the lowest of the compared OMol25 structures with the same formula, charge and spin**: 62.32 kJ/mol
**Spin multiplicity**: 1
**Net charge**: 0

***

> Number 1 is which compound?

C4H6AgMgO5

***

> The lowest largest force on an atom belongs to which entry?

C64H63BrGe2N4PtS5

***

> The lowest largest force on an atom belongs to which entry?

C64H63BrGe2N4PtS5